This record from the Open Molecules 2025 dataset describes a molecular structure, C16H18F3MnO3S in a non-equilibrium geometry. The level of theory is ωB97M-V/def2-TZVPD.

The total charge is +1. The value obtained for the gap between HOMO and LUMO (alpha / beta) is 6.2 / 6.9 eV. The largest force on an atom is 0.0694 hartree/bohr. For the HOMO energy (alpha / beta), the calculation gives -0.41741 / -0.41897 Ha. As for the multiplicity: 2. The relative energy (zero: lowest compared OMol25 entry of this formula, charge and spin) is 1.857 eV.

```
42
C16H18F3MnO3S (ωB97M-V/def2-TZVPD)
C 0.60 4.81 1.24
H 1.32 -3.04 -3.92
H 3.45 -1.88 -3.86
C -0.99 0.48 -0.38
C -2.02 -3.19 2.29
C 2.81 -1.30 -1.28
C 3.84 -2.30 -1.78
C -0.87 1.58 0.10
S 1.19 -1.95 -1.77
H 3.87 -3.17 -1.11
H 1.36 3.06 0.28
C -2.37 -3.30 0.84
H 2.81 -1.15 -0.20
H -2.83 3.04 1.20
H 1.77 -4.10 -2.57
C 1.89 -3.10 -3.00
O -1.90 -1.28 -2.54
C 3.36 -2.72 -3.17
H -3.74 -4.91 1.20
H -2.56 -3.92 2.89
H -2.87 -4.98 -0.35
H -2.27 -2.19 2.65
C -1.75 4.80 1.75
H -4.19 -3.81 -0.12
C -1.87 3.53 1.21
F 0.50 6.81 3.37
H 2.93 -0.33 -1.77
C -0.75 2.89 0.67
Mn -1.04 -1.34 -1.21
O 0.63 -2.77 -0.62
C -0.52 5.44 1.77
O -1.85 -2.54 0.03
F -1.52 7.28 2.83
H 4.83 -1.86 -1.81
H -0.95 -3.36 2.41
F 0.08 7.68 1.45
H 3.93 -3.55 -3.57
C -0.37 6.81 2.36
C -3.36 -4.32 0.37
H 1.56 5.30 1.25
C 0.49 3.54 0.69
H -2.62 5.29 2.16
```